Molecular formula: C31H30F3LuN2O4S3
Method: DFT, ωB97M-V/def2-TZVPD

Net charge: -2
Orbital gap, hartree: 0.1630
2S+1: 1
Energy above the lowest of the compared OMol25 structures with the same formula, charge and spin, kJ/mol: 161.3
HOMO, eV: -0.61

Cartesian coordinates (Å):
Lu  0.825  -0.275  1.481
N  3.086  0.718  1.117
C  4.001  -0.472  1.191
C  3.552  -1.458  2.284
O  4.343  -2.331  2.694
N  2.316  -1.249  2.703
C  1.868  -1.996  3.853
C  0.457  -1.700  4.390
O  0.241  -2.192  5.592
O  -1.006  -0.683  3.020
H  3.189  1.302  0.279
H  3.079  1.295  1.958
H  5.051  -0.193  1.425
H  3.986  -0.982  0.203
H  2.570  -1.874  4.675
H  1.877  -3.093  3.677
C  -1.897  -2.867  3.823
C  -0.728  -2.075  3.247
S  -0.418  -2.730  1.556
C  -0.201  -0.194  4.179
C  -1.150  0.035  5.340
S  0.581  1.349  3.619
H  -1.860  -3.879  3.477
H  -2.811  -2.418  3.387
H  -1.927  -2.847  4.906
H  -1.702  -0.862  5.615
H  -1.851  0.846  5.043
H  -0.589  0.399  6.204
O  -0.956  0.977  0.530
S  -1.870  0.171  -0.354
C  -2.475  1.548  -1.569
C  -1.247  2.141  -2.249
C  -0.836  1.708  -3.491
C  0.252  2.292  -4.151
C  0.992  3.308  -3.524
C  0.545  3.779  -2.294
C  -0.546  3.186  -1.643
C  -3.272  -0.080  0.827
C  -3.940  1.153  1.326
C  -3.291  1.850  2.339
C  -3.755  3.109  2.717
C  -4.904  3.629  2.131
C  -5.597  2.898  1.162
C  -5.120  1.655  0.768
H  -2.997  2.261  -0.940
H  -3.211  1.104  -2.257
H  -1.350  0.899  -4.011
H  0.569  1.879  -5.105
H  1.860  3.752  -4.026
H  1.066  4.579  -1.803
H  -0.846  3.572  -0.704
H  -2.719  -0.640  1.599
H  -3.929  -0.782  0.300
H  -2.355  1.502  2.733
H  -3.208  3.689  3.424
H  -5.195  4.636  2.366
H  -6.476  3.326  0.720
H  -5.594  1.129  -0.048
F  3.078  -4.493  -6.781
C  3.630  -3.256  -6.796
F  4.962  -3.389  -6.897
F  3.218  -2.657  -7.953
C  3.204  -2.468  -5.591
C  1.835  -2.301  -5.400
C  1.394  -1.695  -4.231
C  2.294  -1.240  -3.269
C  3.652  -1.414  -3.495
C  4.099  -2.062  -4.620
C  1.783  -0.810  -2.012
C  1.368  -0.601  -0.879
H  1.139  -2.624  -6.196
H  0.331  -1.512  -4.033
H  4.370  -1.085  -2.768
H  5.171  -2.200  -4.789

Atomic partial charges in e from the Mulliken method, atoms 1 to 4:
1. Lu 0.978
2. N -0.608
3. C -0.168
4. C 0.506